Density functional theory data (ωB97M-V/def2-TZVPD) for C45H110BaF3N8O13S as an isolated structure at a distorted geometry.

As for the net charge: +1. For the total energy, the calculation gives -106661.003 eV.

Positions of all 181 atoms, in Å:
1 Ba 3.833 1.466 -2.459
2 C 0.191 -1.597 -1.105
3 F 1.183 -2.181 -1.765
4 F -0.899 -1.417 -1.845
5 F -0.125 -2.333 -0.040
6 S 0.698 0.099 -0.420
7 O -0.557 0.815 -0.294
8 O 1.366 -0.153 0.835
9 O 1.645 0.583 -1.425
10 C 5.313 0.090 1.887
11 C 5.303 0.592 0.451
12 C 6.627 0.357 -0.233
13 O 6.528 0.956 -1.518
14 C 7.643 0.689 -2.344
15 N 4.186 -0.059 -0.247
16 H 4.318 0.038 2.327
17 H 5.922 0.738 2.525
18 H 5.765 -0.901 1.962
19 H 5.229 1.686 0.380
20 H 6.930 -0.694 -0.318
21 H 7.426 0.901 0.288
22 H 7.845 -0.376 -2.481
23 H 8.553 1.230 -2.075
24 H 7.384 1.069 -3.336
25 H 3.410 0.032 0.402
26 H 4.441 -1.042 -0.349
27 C -1.833 4.140 -8.033
28 C -1.017 3.179 -7.171
29 C -1.791 2.785 -5.900
30 O -1.090 1.741 -5.259
31 C -1.703 1.538 -3.993
32 N -0.680 2.008 -7.986
33 H -1.903 5.068 -7.459
34 H -2.858 3.757 -8.059
35 H -1.441 4.272 -9.034
36 H -0.151 3.748 -6.819
37 H -2.826 2.531 -6.148
38 H -1.755 3.728 -5.337
39 H -1.878 2.504 -3.514
40 H -1.070 0.930 -3.343
41 H -2.656 0.995 -3.998
42 H -1.550 1.613 -8.339
43 H -0.329 1.255 -7.401
44 C 0.455 4.422 -0.456
45 C 1.463 3.683 -1.363
46 C 2.015 4.513 -2.523
47 O 2.560 3.527 -3.393
48 C 2.752 4.070 -4.720
49 N 2.625 3.266 -0.574
50 H 0.943 5.220 0.111
51 H 0.137 3.712 0.311
52 H -0.428 4.823 -0.954
53 H 0.894 2.807 -1.672
54 H 2.717 5.301 -2.240
55 H 1.084 4.983 -2.864
56 H 3.152 3.349 -5.426
57 H 3.530 4.831 -4.589
58 H 1.847 4.595 -5.019
59 H 3.218 4.062 -0.346
60 H 2.260 2.987 0.349
61 C 1.219 -1.036 -5.787
62 C 2.175 -0.614 -4.667
63 C 3.527 -1.297 -4.633
64 O 4.190 -0.936 -3.401
65 C 4.975 -2.000 -2.915
66 N 2.320 0.845 -4.736
67 H 0.247 -0.550 -5.742
68 H 1.066 -2.114 -5.669
69 H 1.682 -0.858 -6.760
70 H 1.694 -0.866 -3.718
71 H 4.146 -0.933 -5.463
72 H 3.435 -2.378 -4.732
73 H 5.535 -2.515 -3.707
74 H 4.355 -2.782 -2.467
75 H 5.750 -1.671 -2.227
76 H 2.913 1.024 -5.543
77 H 1.383 1.210 -4.883
78 C 3.907 3.041 3.898
79 C 2.410 3.130 3.642
80 C 1.821 4.504 3.854
81 O 2.070 4.919 5.172
82 C 1.310 6.050 5.522
83 N 2.002 2.499 2.378
84 H 4.406 3.918 3.465
85 H 4.355 2.169 3.424
86 H 4.197 3.073 4.947
87 H 1.909 2.510 4.403
88 H 0.745 4.371 3.673
89 H 2.194 5.228 3.115
90 H 1.616 6.877 4.869
91 H 1.537 6.301 6.558
92 H 0.223 5.922 5.471
93 H 1.203 1.857 2.569
94 H 2.648 1.729 2.192
95 C 0.472 -1.030 4.575
96 C -0.640 -0.074 4.143
97 C -1.017 0.886 5.250
98 O -1.618 0.370 6.401
99 C -2.044 1.407 7.271
100 N -0.156 0.707 2.979
101 H 0.171 -1.753 5.333
102 H 1.282 -0.426 4.990
103 H 0.825 -1.609 3.719
104 H -1.522 -0.604 3.764
105 H -1.572 1.727 4.808
106 H -0.058 1.343 5.552
107 H -2.363 0.966 8.209
108 H -2.830 1.948 6.738
109 H -1.240 2.116 7.492
110 H -0.979 1.151 2.584
111 H 0.165 0.055 2.265
112 C 3.932 -3.808 0.344
113 C 3.028 -3.647 1.548
114 O 3.731 -3.598 2.800
115 O 4.849 -2.713 0.181
116 H 3.362 -3.889 -0.586
117 H 4.435 -4.779 0.294
118 H 2.378 -4.520 1.620
119 H 2.398 -2.755 1.534
120 H 4.493 -3.020 2.686
121 H 5.579 -2.864 0.792
122 C -2.399 -4.689 -0.056
123 C -2.569 -4.895 1.442
124 C -4.094 -4.926 1.706
125 C -4.641 -6.286 1.235
126 C -4.024 -7.421 2.083
127 C -2.481 -7.395 1.911
128 N -1.838 -6.081 1.923
129 O -0.506 -6.106 1.511
130 C -1.881 -8.192 3.113
131 C -2.191 -8.232 0.637
132 C -2.035 -3.688 2.199
133 H -2.756 -3.738 -0.457
134 H -2.813 -5.471 -0.698
135 H -1.358 -4.693 -0.407
136 H -4.337 -4.774 2.756
137 H -4.548 -4.157 1.084
138 H -4.377 -6.485 0.192
139 H -5.728 -6.349 1.127
140 H -4.534 -8.293 1.673
141 H -4.335 -7.279 3.117
142 H -0.796 -8.124 3.071
143 H -2.257 -7.818 4.062
144 H -2.208 -9.222 2.961
145 H -2.848 -7.860 -0.154
146 H -1.163 -8.183 0.260
147 H -2.358 -9.309 0.663
148 H -2.493 -2.775 1.796
149 H -0.954 -3.550 2.172
150 H -2.336 -3.610 3.247
151 H -0.507 -6.527 0.632
152 C -3.620 3.192 -0.230
153 C -4.181 2.599 1.103
154 C -5.592 3.210 1.336
155 C -6.675 2.581 0.499
156 C -6.711 1.086 0.789
157 C -5.399 0.362 0.534
158 N -4.286 1.131 1.088
159 O -3.069 0.432 0.952
160 C -5.530 -1.010 1.184
161 C -5.158 0.095 -0.978
162 C -3.276 3.001 2.246
163 H -4.480 3.568 -0.787
164 H -3.163 2.495 -0.940
165 H -2.883 3.965 -0.021
166 H -5.781 3.004 2.396
167 H -5.515 4.297 1.271
168 H -6.495 2.720 -0.569
169 H -7.650 2.924 0.847
170 H -7.480 0.772 0.074
171 H -7.146 0.888 1.769
172 H -6.302 -1.676 0.799
173 H -4.625 -1.625 1.154
174 H -5.696 -0.875 2.258
175 H -4.969 1.040 -1.505
176 H -4.351 -0.615 -1.153
177 H -6.009 -0.263 -1.568
178 H -3.164 4.088 2.287
179 H -2.243 2.706 2.041
180 H -3.511 2.563 3.214
181 H -2.751 0.725 0.078

Löwdin population analysis, charges in e, atoms 1 to 2: number 1, Ba, carries 2.067; number 2, C, carries -0.643